Density functional theory data (the ωB97M-V functional and the def2-TZVPD basis) for a 2-piece molecular cluster, C5H12N3S overall in a non-equilibrium geometry.

Calculated values
Energy above the lowest of the compared OMol25 structures with the same formula, charge and spin = 244.2 kJ/mol
Calculated total energy = -759.84080 a.u.
Charge = +1
Kohn-Sham gap = 8.54 eV
2S+1 = 1
E_LUMO = -3.7 eV

Each line ends with the Löwdin charge.
Atoms and positions in Å:
1 C -0.292 1.562 0.024  -0.022
2 C -0.689 1.972 1.198  -0.544
3 C -0.502 -0.599 1.586  -0.408
4 C 0.042 1.899 -1.336  -0.030
5 C -0.980 3.400 1.545  -0.063
6 N -0.145 -0.454 0.372  -0.120
7 N 0.147 -1.303 -0.582  0.070
8 N 0.736 -3.902 -0.176  0.035
9 S -0.941 0.800 2.497  1.069
10 H -0.562 -1.547 2.101  0.100
11 H 0.723 1.165 -1.772  0.085
12 H 0.560 2.863 -1.352  0.112
13 H -0.848 1.956 -1.965  0.109
14 H -0.609 3.624 2.542  0.088
15 H -2.056 3.570 1.536  0.101
16 H -0.515 4.072 0.828  0.092
17 H 0.669 -0.898 -1.349  0.098
18 H 0.378 -2.320 -0.355  0.040
19 H 1.437 -4.140 -0.869  0.062
20 H -0.087 -4.459 -0.380  0.063
21 H 1.091 -4.195 0.729  0.061



Density functional theory data (the ωB97M-V functional and the def2-TZVPD basis) for C44H96BF4N4 as an isolated structure in a non-equilibrium geometry.

Calculated values
Energy above the lowest of the compared OMol25 structures with the same formula, charge and spin = 4202.0 kJ/mol
Calculated total energy = -2375.16042 a.u.
Charge = +3
Kohn-Sham gap = 9.36 eV
2S+1 = 1
E_LUMO = -5.9 eV

Each line ends with the Löwdin charge.
Atoms and positions in Å:
1 B -27.838 -11.945 29.616  -1.429
2 F -26.895 -12.847 29.272  0.070
3 F -27.340 -10.757 30.044  0.165
4 F -28.700 -11.692 28.545  0.005
5 F -28.658 -12.430 30.574  0.014
6 C -31.015 -16.786 24.358  -0.101
7 C -31.435 -16.547 25.808  -0.249
8 C -30.448 -15.608 26.477  -0.213
9 C -30.703 -15.259 27.912  -0.068
10 N -29.794 -14.086 28.537  -0.063
11 C -29.906 -12.705 27.829  -0.080
12 C -28.684 -12.660 26.880  -0.085
13 C -27.753 -13.903 27.239  -0.033
14 C -28.319 -14.529 28.510  -0.106
15 C -30.280 -13.957 30.057  -0.105
16 C -31.721 -13.571 30.219  -0.149
17 C -32.089 -13.419 31.759  -0.067
18 H -31.702 -17.320 23.703  0.083
19 H -30.179 -17.483 24.415  0.077
20 H -30.789 -15.894 23.774  0.081
21 H -31.445 -17.482 26.368  0.121
22 H -32.395 -16.046 25.690  0.117
23 H -30.559 -14.686 25.907  0.122
24 H -29.530 -16.191 26.396  0.120
25 H -30.633 -16.078 28.628  0.137
26 H -31.736 -14.922 28.007  0.120
27 H -29.778 -11.980 28.633  0.014
28 H -30.900 -12.701 27.383  0.134
29 H -28.206 -11.682 26.826  0.088
30 H -29.097 -12.739 25.874  0.121
31 H -26.741 -13.497 27.248  0.126
32 H -27.867 -14.684 26.487  0.119
33 H -27.910 -14.040 29.394  0.078
34 H -28.096 -15.595 28.537  0.122
35 H -29.635 -13.173 30.452  0.000
36 H -30.041 -14.916 30.516  0.141
37 H -32.507 -14.262 29.912  0.116
38 H -31.867 -12.655 29.646  0.121
39 H -31.420 -12.692 32.220  -0.040
40 H -32.120 -14.420 32.192  0.104
41 H -33.082 -13.011 31.946  0.100
42 C -26.705 -11.341 28.193  -0.035
43 C -25.427 -10.546 28.220  -0.154
44 C -25.325 -9.031 27.982  -0.111
45 C -23.807 -8.562 28.176  -0.082
46 N -23.650 -7.073 28.210  -0.206
47 C -24.583 -6.470 29.356  -0.064
48 C -23.946 -5.174 29.894  -0.119
49 C -22.620 -5.090 29.117  -0.137
50 C -22.344 -6.487 28.658  -0.108
51 C -24.097 -6.456 26.842  -0.074
52 C -23.225 -6.937 25.581  -0.165
53 C -23.872 -6.248 24.307  -0.066
54 H -26.467 -12.398 28.311  0.024
55 H -27.224 -11.042 27.282  0.109
56 H -27.373 -11.056 29.006  -0.051
57 H -24.725 -10.959 27.495  0.142
58 H -24.866 -10.790 29.122  -0.002
59 H -25.969 -8.566 28.728  0.085
60 H -25.812 -8.828 27.028  0.116
61 H -23.128 -9.007 27.449  0.144
62 H -23.519 -8.852 29.186  0.057
63 H -25.506 -6.169 28.860  0.129
64 H -24.625 -7.251 30.115  0.085
65 H -24.591 -4.305 29.759  0.123
66 H -23.916 -5.174 30.983  0.116
67 H -22.665 -4.437 28.246  0.119
68 H -21.815 -4.672 29.721  0.136
69 H -21.583 -6.627 27.890  0.140
70 H -22.104 -7.073 29.546  0.142
71 H -24.053 -5.376 26.976  0.128
72 H -25.138 -6.778 26.854  0.102
73 H -23.331 -7.997 25.350  0.098
74 H -22.190 -6.714 25.842  0.101
75 H -24.955 -6.371 24.295  0.077
76 H -23.369 -6.777 23.497  0.080
77 H -23.607 -5.192 24.258  0.080
78 C -23.877 -9.910 30.968  -0.088
79 C -24.205 -11.333 30.661  -0.206
80 C -25.386 -11.948 31.489  -0.096
81 C -25.598 -13.419 31.007  -0.025
82 N -26.536 -14.312 31.926  -0.089
83 C -28.057 -13.912 31.731  -0.105
84 C -28.683 -14.200 33.078  -0.099
85 C -27.568 -13.560 33.918  -0.126
86 C -26.306 -14.230 33.441  -0.084
87 C -26.471 -15.851 31.533  -0.047
88 C -26.493 -16.068 30.004  -0.270
89 C -26.582 -17.478 29.654  -0.082
90 H -23.101 -9.491 30.327  0.075
91 H -23.730 -9.821 32.045  0.114
92 H -24.748 -9.307 30.711  0.041
93 H -23.227 -11.734 30.928  0.137
94 H -24.446 -11.358 29.598  0.037
95 H -26.220 -11.340 31.140  0.076
96 H -25.380 -11.680 32.546  0.122
97 H -24.651 -13.953 30.927  0.141
98 H -25.903 -13.359 29.962  0.068
99 H -28.577 -14.463 30.947  0.096
100 H -27.905 -12.861 31.482  0.048
101 H -28.846 -15.276 33.131  0.135
102 H -29.684 -13.819 33.280  0.102
103 H -27.731 -13.796 34.969  0.136
104 H -27.475 -12.475 33.934  0.115
105 H -25.966 -15.208 33.782  0.136
106 H -25.449 -13.677 33.825  0.134
107 H -27.322 -16.359 31.987  0.135
108 H -25.557 -16.215 32.002  0.134
109 H -25.653 -15.566 29.523  0.131
110 H -27.374 -15.576 29.590  0.029
111 H -25.993 -17.703 28.765  0.100
112 H -27.582 -17.908 29.591  0.095
113 H -26.123 -18.035 30.471  0.090
114 C -29.334 -7.105 26.803  -0.101
115 C -29.500 -8.479 27.457  -0.209
116 C -29.579 -8.375 29.038  -0.094
117 C -29.168 -9.667 29.869  -0.077
118 N -29.263 -9.612 31.388  -0.101
119 C -30.815 -9.484 31.840  0.011
120 C -31.194 -10.698 32.764  -0.096
121 C -30.254 -11.788 32.369  -0.233
122 C -28.964 -10.981 32.122  -0.045
123 C -28.436 -8.461 32.155  -0.017
124 C -26.869 -8.503 31.881  -0.220
125 C -26.103 -7.308 32.443  -0.082
126 H -30.013 -6.926 25.969  0.085
127 H -28.317 -6.773 26.592  0.064
128 H -29.643 -6.323 27.496  0.070
129 H -28.655 -9.011 27.019  0.085
130 H -30.339 -9.026 27.026  0.111
131 H -30.577 -8.104 29.383  0.107
132 H -28.922 -7.604 29.443  0.098
133 H -28.107 -9.867 29.716  0.034
134 H -29.840 -10.514 29.726  0.133
135 H -30.805 -8.534 32.374  0.128
136 H -31.364 -9.603 30.906  0.129
137 H -31.005 -10.542 33.827  0.137
138 H -32.276 -10.817 32.705  0.137
139 H -29.908 -12.331 33.248  0.112
140 H -30.586 -12.486 31.600  0.052
141 H -28.772 -10.712 33.161  0.138
142 H -28.192 -11.501 31.555  0.085
143 H -28.606 -8.519 33.230  0.136
144 H -28.848 -7.575 31.671  0.120
145 H -26.574 -8.519 30.831  0.068
146 H -26.389 -9.378 32.321  0.095
147 H -26.088 -7.538 33.508  0.090
148 H -26.571 -6.335 32.291  0.093
149 H -25.059 -7.268 32.134  0.061